Density functional theory data (ωB97M-V/def2-TZVPD) for a 12-piece molecular cluster, C12H18B3O33 overall at a distorted geometry.

```
! wB97M-V def2-TZVPD RIJCOSX def2/J DEFGRID3
* xyz -3 1
O -3.2528 -6.7936 -0.5408
C -3.3407 -5.6292 -0.0331
O -2.7434 -5.1926 0.9842
B -2.8948 -3.7482 1.2199
O -3.6934 -3.2778 0.0693
C -3.8501 -4.2853 -0.7468
O -4.2874 -4.1526 -1.8639
O -1.6245 -3.0046 1.2323
C -1.3555 -2.5611 2.4367
O -0.3776 -2.0075 2.8390
C -2.6604 -2.7582 3.2143
O -3.5253 -3.3154 2.4912
O -2.8182 -2.1273 4.2486
O 1.1039 1.6404 2.5498
C 1.1576 1.0299 1.5221
O 0.4569 -0.0612 1.1393
B 0.8609 -0.4919 -0.2244
O 1.8916 0.5515 -0.6353
C 2.0457 1.4232 0.3067
O 2.7794 2.4606 0.1963
O -0.2761 -0.4560 -1.2184
C -0.5324 -1.7164 -1.6177
O -1.4911 -2.0523 -2.3823
C 0.5844 -2.6451 -1.0205
O 1.3516 -1.8680 -0.2584
O 0.6819 -3.8737 -1.2667
O -2.1914 2.1475 -0.5990
C -1.3701 2.9734 -0.8984
O -0.7342 3.8115 -0.0887
B -0.0570 4.8842 -0.8103
O -0.1409 4.4133 -2.2101
C -0.9501 3.3666 -2.3066
O -1.4699 2.8909 -3.3458
O 1.3772 4.9703 -0.3589
C 1.6939 6.2383 -0.2578
O 2.7824 6.7724 0.0881
C 0.3287 6.9625 -0.1665
O -0.6453 6.1742 -0.6053
O 0.1570 8.1270 0.2436
O 0.6775 -6.2098 0.6805
H 0.1828 -5.4372 0.4075
H 1.0350 -5.9756 1.5369
O -0.5273 -2.7493 -4.9795
H -1.3436 -3.1097 -5.3260
H -0.7433 -2.4812 -4.0864
O -0.3696 -5.8793 -2.7337
H 0.0335 -5.5443 -1.9327
H 0.3033 -5.7687 -3.4053
O 4.3367 4.3664 -0.7859
H 4.0464 3.6227 -0.2579
H 3.5278 4.8111 -1.0393
O 4.0752 3.5768 2.8280
H 4.5181 2.7521 3.0278
H 3.1896 3.3180 2.5732
O 3.0725 1.4432 4.9427
H 3.1163 2.2712 5.4209
H 2.7806 1.6884 4.0647
O -4.1629 -0.7085 -2.9182
H -3.3086 -1.0890 -2.7141
H -4.5055 -1.2540 -3.6262
O 2.5666 2.0185 -2.7669
H 2.6816 2.8287 -2.2704
H 2.4468 1.3430 -2.0993
O -0.5849 1.0567 4.7446
H -0.0908 1.2642 3.9515
H 0.0750 1.0256 5.4373
*
```

Properties
- E_HOMO (eV) = -3.45
- largest force on an atom (eV Å⁻¹) = 6.13
- LUMO energy (eV) = 5.7
- total energy (eV) = -82351.2283
- HOMO-LUMO gap (eV) = 9.16

---

Density functional theory data (ωB97M-V/def2-TZVPD) for a 2-piece molecular cluster, C12H18BCl4N3O overall at a distorted geometry.

```
! wB97M-V def2-TZVPD RIJCOSX def2/J DEFGRID3
* xyz 0 1
Cl -1.9467 -1.8528 4.1615
B -0.9976 -0.4148 3.4868
Cl -2.1506 0.7561 2.5837
Cl 0.0003 0.4786 4.7961
O -0.0453 -0.9306 2.4655
C 0.7674 -0.1795 1.8194
C 1.8343 -0.8145 1.0995
C 2.8319 -0.0295 0.4890
C 3.8658 -0.6283 -0.2220
C 3.9104 -2.0301 -0.3303
Cl 5.1578 -2.7889 -1.2219
C 2.9308 -2.8292 0.3012
C 1.9081 -2.2338 1.0156
H 0.6889 0.9027 1.8138
H 2.7649 1.0551 0.5897
H 4.6486 -0.0353 -0.7074
H 2.9768 -3.9136 0.2361
H 1.1519 -2.8250 1.5292
C -2.7246 5.1447 1.2078
N -1.7711 4.0651 1.0284
C -2.1288 3.0706 0.0435
C -0.5156 4.0628 1.5347
N 0.2950 3.0777 1.2435
N -0.2392 5.1599 2.3761
C -1.0029 5.2699 3.6218
C 1.1183 5.6522 2.4937
H -2.2164 6.0816 1.4741
H -3.2596 5.2555 0.2616
H -3.4485 4.8727 1.9897
H -1.2629 2.4042 -0.0383
H -3.0081 2.5224 0.3946
H -2.3665 3.5723 -0.9076
H 1.2349 3.3337 1.5552
H -1.8565 4.5862 3.6251
H -0.3571 5.0383 4.4770
H -1.3426 6.3096 3.7324
H 1.5930 5.6502 1.5053
H 1.0734 6.6831 2.8626
H 1.7197 5.0588 3.1965
*
```

Properties
- E_HOMO (eV) = -8.39
- energy relative to the best compared isomer or geometry (same formula, charge and spin) (kcal per mole) = 5.2
- largest force on an atom (eV Å⁻¹) = 2.23
- LUMO energy (eV) = -1.9
- total energy (eV) = -70023.0439
- HOMO-LUMO gap (eV) = 6.51

---

Density functional theory data (ωB97M-V/def2-TZVPD) for the molecule C12H18BNO3 at a distorted geometry.

```
! wB97M-V def2-TZVPD RIJCOSX def2/J DEFGRID3
* xyz 0 1
C -0.8705 0.5237 3.7326
C -0.2683 0.9069 2.4107
C 0.2134 2.3418 2.3297
C 0.7138 -0.1261 1.8510
C 1.7406 -0.5846 2.6361
C 2.7953 -1.3319 2.0339
C 2.7640 -1.6761 0.6699
C 1.6326 -1.4049 -0.1122
C 0.5684 -0.6152 0.4909
C -0.4557 -0.0139 -0.3592
O -0.9340 1.1206 -0.2601
N -0.9014 -0.7968 -1.4490
C -1.5855 -0.1531 -2.7095
C -2.3521 -1.2259 -3.4644
B -0.5179 0.4840 -3.6143
O 0.3762 1.4983 -3.0866
O -0.4076 -0.0217 -4.9306
H -0.1380 0.2866 4.5076
H -1.4415 1.3012 4.2524
H -1.5516 -0.3249 3.7694
H -1.0578 0.8107 1.6497
H 0.4698 2.6636 1.3318
H 1.0840 2.5402 2.9849
H -0.4467 3.0750 2.7035
H 1.7821 -0.3297 3.6967
H 3.7350 -1.4162 2.5168
H 3.5490 -2.2309 0.1104
H 1.6141 -1.6144 -1.1689
H -0.5591 -1.7241 -1.7233
H -2.2523 0.6037 -2.2684
H -2.6876 -2.0575 -2.7842
H -1.6469 -1.8247 -4.1297
H -3.1991 -0.9014 -4.0303
H 0.0147 1.6915 -2.1852
H 0.2205 0.5263 -5.4020
*
```

Properties
- E_HOMO (eV) = -9.18
- structure (SMILES) = CC(C)c1ccccc1C(=O)N[C@H](C)B(O)O
- energy relative to the best compared isomer or geometry (same formula, charge and spin) (kcal per mole) = 34.5
- largest force on an atom (eV Å⁻¹) = 3.51
- LUMO energy (eV) = 0.3
- total energy (eV) = -21047.2471
- HOMO-LUMO gap (eV) = 9.44

---

Density functional theory data (ωB97M-V/def2-TZVPD) for a 2-piece molecular cluster, C12H18BrFN2O3 overall at a distorted geometry.

```
! wB97M-V def2-TZVPD RIJCOSX def2/J DEFGRID3
* xyz -1 2
C 1.9531 -1.8163 1.5407
C 1.4379 -0.8287 0.2924
C 2.7582 -0.7390 -0.7296
C 1.0257 0.5886 0.9759
C -0.0005 1.5362 0.1274
C 0.9554 2.4322 -0.9127
C 0.0783 3.2532 -2.0419
O -1.1134 3.8488 -1.7576
Br 0.8560 3.2838 -3.9237
O -0.6525 2.5705 0.9985
C -1.6041 1.9484 1.9300
N -2.2764 1.3944 2.9040
C -1.0670 0.6074 -0.6979
C -1.0172 -1.0039 -0.2916
C -1.7473 -1.3549 1.1334
C -1.9469 -1.7548 -1.4637
N 0.3714 -1.5600 -0.4670
O 0.4280 -2.8962 -0.3345
H 1.0678 -2.3079 2.1290
H 2.5241 -1.1276 2.3308
H 2.7058 -2.5726 1.0596
H 3.1400 -1.8228 -1.0473
H 2.3446 -0.2636 -1.7426
H 3.5836 -0.0887 -0.2140
H 2.0330 1.2166 1.1038
H 0.6753 0.3503 2.0861
H 1.4425 3.2678 -0.2126
H 1.8539 1.8232 -1.3482
H -2.1961 0.9548 -0.6071
H -0.8356 0.6267 -1.8693
H -1.1757 -0.8682 2.0315
H -2.8528 -0.9051 1.1554
H -1.8514 -2.5285 1.2551
H -1.3821 -1.6507 -2.4960
H -3.0161 -1.2734 -1.4672
H -2.0835 -2.8861 -1.1426
F -4.4161 0.5460 1.7136
*
```

Properties
- E_HOMO (alpha / beta) (eV) = -3.67 / -3.67
- largest force on an atom (eV Å⁻¹) = 11.86
- LUMO energy (alpha / beta) (eV) = 1.7 / 1.7
- total energy (eV) = -94608.8990
- HOMO-LUMO gap (alpha / beta) (eV) = 5.38 / 5.38

---

Density functional theory data (ωB97M-V/def2-TZVPD) for C12H18Cl2LuN2 as an isolated structure at a distorted geometry.

```
! wB97M-V def2-TZVPD RIJCOSX def2/J DEFGRID3
* xyz -1 1
Lu -0.4095 -0.8721 -0.2352
Cl -2.5604 -0.0833 0.6786
Cl 1.4343 -2.4875 -0.4575
C -1.4775 -2.0057 -1.7838
H -0.8991 -2.9470 -1.8513
H -2.5664 -2.0614 -1.6331
C 0.3258 0.8655 -1.3110
C -0.9616 -0.7630 -2.3919
H 0.9064 1.2442 -0.3940
C -2.0351 0.0831 -3.0642
H 0.0118 -0.8308 -2.9202
C -1.5354 1.3220 -3.8083
H -2.6421 -0.5267 -3.7700
H -2.7168 0.3919 -2.2542
C -0.8579 2.3459 -2.8925
H -0.8446 1.0023 -4.6002
H -2.4046 1.7866 -4.2873
C 0.5162 1.7990 -2.4288
H -0.7286 3.2970 -3.4260
H -1.4928 2.5578 -2.0220
H 0.9849 1.2768 -3.2860
H 1.1674 2.6535 -2.1557
N 2.2547 -0.7332 5.7461
C 1.7175 -0.6484 4.5115
C 0.4183 -1.1510 4.2705
C -0.0865 -1.0506 2.9814
N 0.6264 -0.5093 1.9696
C 1.8757 -0.0397 2.1860
C 2.4558 -0.0653 3.4511
H 1.7448 -1.1598 6.5088
H 3.1844 -0.3865 5.9378
H -0.1701 -1.5997 5.0748
H -1.0967 -1.3908 2.7232
H 2.4078 0.3463 1.3125
H 3.4536 0.3400 3.6212
*
```

Properties
- E_HOMO (alpha / beta) (eV) = -1.81 / -1.82
- energy relative to the best compared isomer or geometry (same formula, charge and spin) (kcal per mole) = 24.6
- largest force on an atom (eV Å⁻¹) = 5.96
- LUMO energy (alpha / beta) (eV) = 2.5 / 2.5
- total energy (eV) = -74382.2466
- HOMO-LUMO gap (alpha / beta) (eV) = 4.33 / 4.35

---

Density functional theory data (ωB97M-V/def2-TZVPD) for the molecule C12H18N2O3S at a distorted geometry.

```
! wB97M-V def2-TZVPD RIJCOSX def2/J DEFGRID3
* xyz 0 1
C -0.7524 3.8375 -0.4459
C 0.6455 3.6054 0.0222
C 1.0507 2.0771 0.3672
C 2.4768 2.0872 0.8754
C 2.9269 0.7073 0.9060
S 2.0167 -0.2031 2.3524
C 0.9010 -1.0929 1.4051
N 0.8324 -1.0641 0.1030
C 0.0835 -1.8683 -0.4006
C 0.0749 -1.6345 -1.8780
C -0.8071 -2.5817 0.0567
C -2.1094 -3.2796 -0.8178
C -3.0688 -2.4198 -1.3924
O -3.5126 -2.9131 -2.4775
O -3.3603 -1.3846 -0.5882
C -1.0847 -2.5616 1.2703
O -1.8512 -3.3332 2.2135
N -0.0340 -1.8397 2.0215
H -0.9214 4.9765 -0.7896
H -1.4048 3.5291 0.1839
H -0.7278 3.1449 -1.2658
H 0.9192 4.2946 0.8957
H 1.4453 4.0794 -0.6115
H 0.2935 1.8748 1.0963
H 1.0859 1.5757 -0.5112
H 2.6441 2.5198 1.9559
H 3.1853 2.6814 0.3088
H 2.7386 0.1853 0.2248
H 3.8425 0.7910 1.5349
H 1.1361 -1.1689 -2.3412
H -0.8442 -1.4756 -2.5253
H 0.3164 -2.5737 -2.5873
H -1.5076 -3.9347 -1.2798
H -2.5099 -4.0413 0.1046
H -3.9364 -0.9015 -1.2001
H -0.1826 -1.6949 3.2141
*
```

Properties
- E_HOMO (eV) = -8.72
- structure (SMILES) = CCCCCSc1nc(C)c(CC(=O)O)c(=O)[nH]1
- energy relative to the best compared isomer or geometry (same formula, charge and spin) (kcal per mole) = 273.2
- largest force on an atom (eV Å⁻¹) = 17.37
- LUMO energy (eV) = 0.2
- total energy (eV) = -32683.9106
- HOMO-LUMO gap (eV) = 8.91

---

Density functional theory data (ωB97M-V/def2-TZVPD) for the molecule C12H18N2S2.

```
! wB97M-V def2-TZVPD RIJCOSX def2/J DEFGRID3
* xyz 0 1
C 0.6096 -3.2002 -0.2906
C -0.6338 -2.4591 0.1918
C -0.3078 -1.3255 1.1654
C 0.2087 -0.0520 0.4694
C 0.6718 0.9565 1.4897
C 1.7913 0.7821 2.3443
C 1.9934 1.8460 3.1580
S 0.8311 3.0918 2.9045
C 0.0537 2.1556 1.6738
C -1.1402 2.6017 0.9095
C -1.7913 1.3468 0.3223
N -0.8143 0.5417 -0.3820
C -0.6485 0.7274 -1.7192
S -1.4793 1.8935 -2.5546
N 0.2289 -0.0860 -2.3622
C 0.3901 -0.0297 -3.7946
H 1.0942 -3.7022 0.5441
H 1.3381 -2.5263 -0.7386
H 0.3420 -3.9518 -1.0299
H -1.1927 -2.0547 -0.6559
H -1.2870 -3.1756 0.6938
H -1.2025 -1.0692 1.7349
H 0.4473 -1.6618 1.8774
H 1.0760 -0.3073 -0.1477
H 2.4150 -0.0941 2.3422
H 2.7584 1.9864 3.8949
H -1.8441 3.1390 1.5462
H -0.8458 3.2691 0.0934
H -2.5811 1.6183 -0.3786
H -2.2160 0.7405 1.1265
H 0.4263 -0.9823 -1.9438
H 0.4447 1.0141 -4.1000
H 1.3137 -0.5386 -4.0635
H -0.4500 -0.4940 -4.3209
*
```

Properties
- E_HOMO (eV) = -7.97
- structure (SMILES) = CCC[C@@H]1c2ccsc2CCN1C(=S)NC
- largest force on an atom (eV Å⁻¹) = 0.72
- LUMO energy (eV) = 0.7
- total energy (eV) = -37387.3529
- HOMO-LUMO gap (eV) = 8.70